Record 1
Here is a molecular structure, C6H4N5O5Pt from the Open Molecules 2025 dataset. Energies are from ωB97M-V/def2-TZVPD.

Geometry as XYZ:
```
21
Properties=species:S:1:pos:R:3
O 0.19 3.49 -3.82
C 0.31 3.29 -2.71
Pt -0.02 -0.32 -0.31
O -0.07 1.92 1.98
C -0.03 0.94 1.35
C -0.40 -3.85 -0.67
O -0.31 -4.44 -1.65
C 1.83 -0.66 -0.06
O 2.95 -0.67 0.27
C -1.92 -0.18 -0.51
O -3.04 0.07 -0.45
H 0.14 1.12 -0.82
N 1.48 -2.19 4.58
N 0.46 -2.07 3.69
N -0.32 -3.11 3.37
C -0.76 -2.79 2.14
N -0.23 -1.63 1.73
N 0.55 -1.15 2.65
H 1.89 -1.30 4.83
H 1.33 -2.84 5.33
H -1.46 -3.41 1.60
```

Computed properties:
- Charge: +3
- ⟨S²⟩: 6.04
- Largest force on an atom: 7.87 eV/A
- HOMO energy (spin up / spin down): -19.4 / -21.8 eV
- Multiplicity: 5
- E: -998.73416 Ha

---

Record 2
Here is a molecular structure, C44H37F5I2MoN2O3P2S2 from the Open Molecules 2025 dataset. Energies are from ωB97M-V/def2-TZVPD.

Geometry as XYZ:
```
98
Properties=species:S:1:pos:R:3
Mo -0.20 -0.23 -0.50
O 4.25 0.48 0.06
C 4.47 0.87 -1.23
C 5.80 1.10 -1.57
C 6.13 1.50 -2.84
C 5.13 1.69 -3.81
C 3.82 1.47 -3.47
C 3.46 1.05 -2.18
C 2.03 0.84 -1.89
O 1.65 0.46 -0.64
N 1.14 1.05 -2.79
N -0.18 0.88 -2.30
C -1.00 1.59 -3.07
S -0.35 2.46 -4.41
C -1.89 3.32 -4.81
C -3.04 2.39 -4.48
S -2.70 1.68 -2.85
H 3.30 0.37 0.18
H 6.56 0.95 -0.81
H 7.16 1.68 -3.09
H 5.40 2.01 -4.81
H 3.04 1.60 -4.21
H -1.87 3.57 -5.87
H -1.93 4.24 -4.22
H -3.12 1.57 -5.19
H -3.99 2.91 -4.41
C 0.90 1.71 2.93
C -0.59 1.85 2.58
P -1.08 1.78 0.82
C -2.90 1.72 0.97
C -3.49 0.85 1.88
C -4.87 0.75 1.98
C -5.68 1.52 1.16
C -5.10 2.40 0.25
C -3.72 2.50 0.15
C -0.68 3.44 0.21
C -1.36 4.54 0.76
C -1.07 5.82 0.33
C -0.09 6.03 -0.65
C 0.60 4.95 -1.17
C 0.31 3.66 -0.74
C 1.62 0.42 2.47
P 0.57 -0.93 1.82
C -0.56 -1.38 3.16
C -0.22 -1.14 4.49
C -1.09 -1.51 5.51
C -2.30 -2.13 5.20
C -2.63 -2.39 3.88
C -1.77 -2.01 2.86
C 1.70 -2.36 1.68
C 1.62 -3.39 2.62
C 2.46 -4.50 2.52
C 3.38 -4.58 1.48
C 3.46 -3.56 0.54
C 2.61 -2.47 0.63
H 0.95 1.77 4.02
H 1.45 2.57 2.56
H -0.95 2.82 2.92
H -1.16 1.09 3.10
H -2.88 0.23 2.54
H -5.31 0.07 2.70
H -6.76 1.46 1.24
H -5.73 3.01 -0.38
H -3.29 3.20 -0.55
H -2.11 4.39 1.52
H -1.59 6.66 0.76
H 0.13 7.03 -0.99
H 1.38 5.11 -1.91
H 0.88 2.84 -1.14
H 2.22 0.01 3.28
H 2.31 0.65 1.67
H 0.72 -0.67 4.75
H -0.83 -1.32 6.54
H -2.97 -2.42 6.00
H -3.56 -2.90 3.64
H -2.02 -2.23 1.83
H 0.91 -3.35 3.43
H 2.39 -5.29 3.26
H 4.03 -5.45 1.40
H 4.17 -3.62 -0.27
H 2.67 -1.71 -0.13
I -3.02 -1.18 -0.72
C -3.24 -2.34 -2.51
I -1.80 -2.21 -4.04
H -4.18 -1.99 -2.92
H -3.31 -3.37 -2.19
F 1.18 -7.29 -1.42
C 0.90 -6.01 -1.32
C 1.51 -5.10 -2.17
F 2.38 -5.51 -3.08
C 1.21 -3.76 -2.06
F 1.82 -2.88 -2.85
C 0.30 -3.31 -1.11
O 0.09 -1.97 -1.01
C -0.29 -4.22 -0.26
F -1.14 -3.81 0.69
C 0.00 -5.57 -0.36
F -0.57 -6.44 0.46
```

Computed properties:
- Charge: +2
- Largest force on an atom: 1.60 eV/A
- HOMO energy (spin up / spin down): -12.9 / -12.9 eV
- Multiplicity: 1
- E: -4675.65059 Ha

---

Record 3
Here is 5 unconnected molecules or ions with the total composition C16H25NO14 from the Open Molecules 2025 dataset. Energies are from ωB97M-V/def2-TZVPD.

Geometry as XYZ:
```
56
Properties=species:S:1:pos:R:3
O 0.81 4.84 -0.82
C 0.35 4.51 0.24
O 0.50 5.21 1.39
C -0.36 4.62 2.35
C -0.53 3.22 1.84
O -0.38 3.37 0.44
H 0.09 4.65 3.35
H -1.30 5.17 2.38
H 0.24 2.54 2.21
H -1.51 2.81 2.08
O -0.69 6.08 7.56
C 0.27 6.48 6.95
O 0.59 6.10 5.69
C 1.63 6.95 5.24
C 2.26 7.42 6.53
O 1.17 7.38 7.44
H 2.34 6.41 4.61
H 1.20 7.77 4.67
H 3.04 6.74 6.88
H 2.66 8.42 6.45
O 0.80 -3.68 -5.14
C 1.51 -4.51 -4.66
O 1.58 -5.80 -5.08
C 2.69 -6.40 -4.42
C 2.85 -5.55 -3.19
O 2.36 -4.29 -3.61
H 2.48 -7.44 -4.19
H 3.56 -6.35 -5.08
H 2.24 -5.91 -2.36
H 3.89 -5.48 -2.87
O -1.85 -3.66 -2.47
C -2.63 -3.98 -1.62
O -3.62 -3.17 -1.14
C -4.47 -3.97 -0.33
C -3.57 -5.10 0.07
O -2.66 -5.19 -1.01
H -4.84 -3.40 0.52
H -5.32 -4.30 -0.93
H -3.01 -4.89 0.99
H -4.12 -6.04 0.20
C -0.82 1.00 -1.65
N -1.04 -0.12 -2.60
C 0.21 -0.59 -3.25
C 0.86 -1.90 -2.59
O 1.33 -1.69 -1.21
C 0.29 -1.92 -0.30
O 0.49 -1.58 0.90
H -0.15 1.76 -2.19
H -0.27 0.71 -0.69
H -1.79 1.53 -1.32
H -1.60 -0.89 -2.21
H -0.03 -0.86 -4.34
H 0.98 0.26 -3.25
H 0.22 -2.85 -2.71
H 1.82 -2.11 -3.19
H -0.74 -2.34 -0.56
```

Computed properties:
- SMILES: O=C1OCCO1.O=C1OCCO1.O=C1OCCO1.O=C1OCCO1.CNCCOC=O
- Charge: 0
- Largest force on an atom: 4.50 eV/A
- HOMO energy: -8.0 eV
- Multiplicity: 1
- E: -1732.76778 Ha